(1)
ORCA calculation (the ωB97M-V functional and the def2-TZVPD basis) on a 12-piece molecular cluster, C4H30N2O13 overall.

Each line ends with the Löwdin charge.
Positions of all 49 atoms, in Å:
C  -0.01  2.26  3.93  -0.101
N  -1.33  1.84  3.57  0.008
C  -1.43  0.82  2.60  -0.415
O  -2.49  0.18  2.51  0.037
C  -0.23  0.50  1.73  -0.144
N  -0.46  -0.64  0.87  0.035
C  0.35  -0.93  -0.15  -0.276
O  0.07  -1.94  -0.86  -0.068
H  0.13  3.26  3.88  0.040
H  0.18  1.83  4.90  0.083
H  0.79  1.66  3.28  0.111
H  -2.13  1.94  4.25  0.173
H  0.66  0.07  2.34  0.160
H  0.23  1.30  1.15  0.070
H  -1.36  -1.18  0.90  0.153
H  1.26  -0.35  -0.26  0.128
O  -2.37  -0.46  -1.46  -0.072
H  -2.15  -0.92  -2.38  0.114
H  -2.07  -1.00  -0.79  -0.045
O  3.80  -1.65  -0.32  -0.030
H  4.44  -1.20  -0.89  0.059
H  3.01  -1.75  -0.78  -0.029
O  -2.48  -3.77  -1.12  -0.057
H  -2.28  -3.45  -0.23  0.031
H  -2.00  -4.52  -1.49  0.067
O  2.95  1.91  -2.70  0.008
H  2.20  2.14  -2.09  0.084
H  3.29  2.63  -3.06  -0.038
O  1.87  -0.76  -2.98  0.054
H  1.22  -1.00  -3.52  -0.018
H  2.23  0.05  -3.12  -0.052
O  3.35  1.35  1.00  -0.097
H  4.15  1.96  1.16  0.079
H  3.83  0.49  0.98  0.030
O  0.96  3.49  1.11  0.012
H  1.67  3.24  0.61  -0.026
H  0.25  2.99  0.80  -0.029
O  -0.95  -3.85  1.73  -0.021
H  -0.04  -3.74  1.34  0.077
H  -0.87  -4.52  2.33  -0.020
O  -3.68  1.48  -3.03  -0.072
H  -2.76  1.23  -2.85  -0.003
H  -4.15  1.64  -2.18  0.057
O  -1.15  -2.43  -3.14  -0.089
H  -1.82  -3.01  -2.66  0.035
H  -0.45  -2.27  -2.52  -0.040
O  -1.04  1.67  -0.54  -0.131
H  -1.85  2.35  -0.56  0.137
H  -1.36  1.04  -1.27  0.032

Relative energy (zero: lowest compared OMol25 entry of this formula, charge and spin), kcal/mol: 137.3
Total energy, eV: -34230.8736
SMILES string: CNC(=O)CNC=O.O.O.O.O.O.O.O.O.O.O.O
Highest occupied orbital energy, eV: -9.7
LUMO, eV: 0.0
Kohn-Sham gap, eV: 9.74
Net charge: 0


(2)
ORCA calculation (the ωB97M-V functional and the def2-TZVPD basis) on a 2-piece molecular cluster, C9H9BrCl2F2 overall.

Each line ends with the Löwdin charge.
Positions of all 23 atoms, in Å:
C  1.78  -1.42  -0.05  -0.056
C  1.23  -2.48  0.76  -0.133
C  1.01  -0.77  -0.97  -0.177
C  -0.06  -2.72  0.74  -0.664
C  -1.00  -2.01  -0.17  -0.281
C  -0.31  -1.10  -1.05  -0.658
C  0.08  3.48  0.07  0.015
C  -1.13  1.27  -0.21  -0.529
C  -0.02  1.98  0.48  -0.640
F  -0.13  1.94  1.87  0.010
F  1.23  1.46  0.22  0.017
Cl  -0.73  -3.98  1.75  0.666
Cl  -1.08  -0.74  -2.60  0.666
Br  -2.61  0.67  0.71  0.859
H  2.87  -1.49  -0.03  0.114
H  1.96  -3.12  1.31  0.126
H  1.46  0.10  -1.59  0.149
H  -1.75  -2.73  -0.72  0.162
H  -1.71  -1.43  0.53  0.030
H  -0.67  3.95  0.69  0.076
H  -0.15  3.59  -1.06  0.121
H  1.11  3.75  0.43  0.101
H  -1.39  1.80  -1.10  0.028

Relative energy (zero: lowest compared OMol25 entry of this formula, charge and spin), kcal/mol: 73.6
Total energy, eV: -109997.4537
Highest occupied orbital energy (spin up / spin down), eV: -7.3 / -8.4
LUMO (spin up / spin down), eV: -0.9 / -0.7
Kohn-Sham gap (spin up / spin down), eV: 6.45 / 7.67
Net charge: 0


(3)
ORCA calculation (the ωB97M-V functional and the def2-TZVPD basis) on C58H50GeIrN6P2 as an isolated structure.

Each line ends with the Löwdin charge.
Positions of all 118 atoms, in Å:
Ir  -0.01  0.32  0.72  1.152
N  -1.50  -1.00  -3.04  0.111
C  -1.14  -1.36  -1.73  -0.230
N  -1.25  -0.28  -0.83  -0.071
C  -2.37  0.47  -0.91  -0.319
N  -2.71  1.35  0.01  0.103
N  -1.71  1.43  0.94  -0.238
C  -1.78  2.23  1.96  -0.096
C  -0.65  2.15  2.87  -0.277
C  -0.57  2.91  4.04  0.000
C  0.44  2.65  4.94  -0.029
C  1.33  1.62  4.68  -0.033
C  1.23  0.93  3.50  -0.143
N  0.29  1.22  2.57  -0.083
C  -3.24  0.31  -2.08  -0.098
C  -4.50  0.90  -2.16  -0.008
C  -5.24  0.80  -3.31  -0.049
C  -4.72  0.13  -4.42  -0.047
C  -3.47  -0.46  -4.37  -0.006
C  -2.73  -0.38  -3.18  -0.219
H  -1.16  -1.58  -3.79  0.146
H  -0.12  -1.74  -1.73  0.118
H  -2.65  2.85  2.14  0.137
H  -1.31  3.67  4.22  0.129
H  0.51  3.22  5.86  0.123
H  2.10  1.34  5.39  0.120
H  1.89  0.11  3.26  0.105
H  -4.87  1.44  -1.29  0.120
H  -6.23  1.24  -3.37  0.115
H  -5.29  0.07  -5.34  0.117
H  -3.07  -0.99  -5.22  0.123
C  3.07  2.64  -1.94  -0.097
N  1.97  1.97  -1.24  -0.493
P  2.13  0.45  -0.52  0.894
C  3.80  0.42  0.14  -0.337
C  4.91  0.08  -0.64  -0.080
C  6.19  0.17  -0.11  -0.047
C  6.37  0.59  1.20  -0.048
C  5.28  0.93  1.99  -0.053
C  4.00  0.84  1.46  -0.092
C  2.17  -0.75  -1.88  -0.361
C  1.63  -0.45  -3.12  -0.098
C  1.59  -1.42  -4.12  -0.078
C  2.06  -2.70  -3.88  -0.059
C  2.60  -3.01  -2.63  -0.053
C  2.66  -2.04  -1.64  -0.106
P  0.67  2.79  -0.51  0.969
C  1.36  4.34  0.12  -0.348
C  2.01  4.28  1.35  -0.103
C  2.58  5.42  1.90  -0.067
C  2.49  6.63  1.23  -0.059
C  1.84  6.70  0.01  -0.057
C  1.27  5.56  -0.55  -0.074
C  -0.44  3.27  -1.86  -0.363
C  -0.19  2.95  -3.19  -0.091
C  -1.13  3.26  -4.18  -0.067
C  -2.32  3.88  -3.83  -0.068
C  -2.56  4.22  -2.51  -0.065
C  -1.63  3.92  -1.53  -0.112
H  3.48  2.00  -2.72  0.087
H  3.86  2.93  -1.25  0.090
H  2.69  3.54  -2.42  0.085
H  4.78  -0.25  -1.67  0.112
H  7.04  -0.08  -0.72  0.117
H  7.37  0.66  1.61  0.117
H  5.42  1.26  3.01  0.114
H  3.15  1.13  2.05  0.054
H  1.24  0.54  -3.31  0.082
H  1.19  -1.16  -5.10  0.116
H  2.03  -3.45  -4.66  0.115
H  2.99  -4.00  -2.44  0.116
H  3.11  -2.29  -0.69  0.107
H  2.08  3.33  1.88  0.080
H  3.09  5.36  2.86  0.110
H  2.93  7.52  1.66  0.114
H  1.77  7.64  -0.51  0.114
H  0.76  5.63  -1.50  0.108
H  0.75  2.49  -3.48  0.077
H  -0.92  3.02  -5.21  0.110
H  -3.05  4.11  -4.60  0.112
H  -3.48  4.72  -2.24  0.113
H  -1.83  4.19  -0.50  0.106
C  0.61  -1.45  1.09  -0.298
Ge  -0.69  -2.88  1.48  0.942
C  -1.25  -2.58  3.29  -0.291
C  -1.11  -3.59  4.24  -0.085
C  -1.51  -3.39  5.55  -0.062
C  -2.05  -2.17  5.93  -0.064
C  -2.20  -1.15  5.00  -0.071
C  -1.80  -1.35  3.68  -0.128
C  -2.25  -2.66  0.29  -0.200
C  -3.49  -2.50  0.86  -0.045
C  -4.64  -2.49  0.04  0.029
C  -4.58  -2.69  -1.33  -0.029
C  -3.35  -2.82  -1.91  0.017
C  -2.12  -2.72  -1.15  -0.183
C  0.01  -4.64  1.19  -0.302
C  -0.76  -5.65  0.61  -0.105
C  -0.24  -6.92  0.40  -0.067
C  1.06  -7.20  0.78  -0.066
C  1.85  -6.22  1.36  -0.071
C  1.32  -4.95  1.57  -0.114
H  1.63  -1.82  0.94  -0.025
H  -0.70  -4.55  3.95  0.102
H  -1.41  -4.18  6.28  0.113
H  -2.36  -2.01  6.96  0.112
H  -2.62  -0.20  5.30  0.108
H  -1.92  -0.54  2.96  0.073
H  -3.60  -2.43  1.93  0.107
H  -5.61  -2.34  0.51  0.130
H  -5.49  -2.75  -1.92  0.128
H  -3.28  -3.02  -2.97  0.133
H  -1.44  -3.54  -1.44  0.160
H  -1.80  -5.46  0.33  0.099
H  -0.86  -7.69  -0.04  0.111
H  1.47  -8.19  0.61  0.113
H  2.86  -6.44  1.67  0.111
H  1.95  -4.19  2.04  0.100

Relative energy (zero: lowest compared OMol25 entry of this formula, charge and spin), kcal/mol: 95.9
Total energy, eV: -147816.2732
Highest occupied orbital energy (spin up / spin down), eV: -10.7 / -11.8
Multiplicity: 2
LUMO (spin up / spin down), eV: -6.6 / -6.5
Kohn-Sham gap (spin up / spin down), eV: 4.11 / 5.30
Expectation value of S²: 0.772
Net charge: +2


(4)
ORCA calculation (the ωB97M-V functional and the def2-TZVPD basis) on a 7-piece molecular cluster, C11H32F6N2O9S2 overall.

Each line ends with the Löwdin charge.
Positions of all 62 atoms, in Å:
N  -15.92  24.34  17.64  0.363
H  -16.62  24.49  18.36  0.161
H  -15.22  23.77  18.09  0.157
H  -15.50  25.15  17.22  0.160
H  -16.36  23.78  16.92  0.155
C  -21.44  23.56  19.34  -0.592
F  -20.65  23.85  18.25  0.056
F  -22.69  23.52  18.98  0.181
F  -20.99  22.50  20.08  0.084
S  -21.05  25.09  20.50  0.641
O  -21.04  26.21  19.57  -0.331
O  -22.13  25.14  21.46  -0.294
N  -19.46  24.69  20.92  -0.315
S  -19.64  24.41  22.42  0.540
O  -19.87  25.56  23.28  -0.306
O  -20.28  23.11  22.73  -0.326
C  -17.77  24.11  22.91  -0.669
F  -17.21  23.17  22.13  0.088
F  -17.05  25.22  22.84  0.115
F  -17.77  23.81  24.20  0.130
O  -12.18  27.06  15.66  -0.059
H  -11.85  27.12  14.77  0.032
H  -11.43  26.73  16.17  0.028
O  -17.02  21.24  14.10  -0.062
H  -16.63  20.94  13.28  0.031
H  -17.95  21.32  13.92  0.032
C  -9.99  20.84  16.88  -0.055
C  -9.22  22.00  17.58  -0.479
C  -8.08  22.66  16.74  -0.044
O  -10.17  22.92  18.11  -0.060
H  -10.38  21.19  15.92  0.067
H  -10.96  20.56  17.28  0.068
H  -9.47  19.90  16.72  0.077
H  -8.76  21.57  18.47  0.122
H  -8.60  23.21  15.95  0.072
H  -7.40  21.99  16.22  0.077
H  -7.54  23.32  17.42  0.071
H  -9.66  23.46  18.72  0.084
C  -19.60  29.38  10.63  -0.046
C  -19.20  27.88  10.53  -0.530
C  -19.32  27.28  11.87  -0.086
O  -20.04  27.37  9.52  -0.038
H  -20.65  29.67  10.64  0.087
H  -19.28  29.83  9.69  0.072
H  -18.98  29.79  11.42  0.074
H  -18.16  27.68  10.25  0.134
H  -20.32  27.42  12.29  0.092
H  -18.61  27.91  12.40  0.078
H  -19.06  26.24  12.03  0.076
H  -19.58  26.55  9.31  0.086
C  -14.22  31.05  21.51  -0.070
C  -14.73  31.77  22.74  -0.477
C  -13.83  32.74  23.52  -0.044
O  -15.85  32.52  22.26  -0.065
H  -13.88  31.64  20.66  0.079
H  -14.95  30.35  21.10  0.078
H  -13.33  30.49  21.81  0.075
H  -15.00  30.98  23.45  0.126
H  -12.90  32.95  22.99  0.076
H  -13.69  32.46  24.57  0.075
H  -14.35  33.70  23.52  0.071
H  -16.17  33.00  23.02  0.076

Relative energy (zero: lowest compared OMol25 entry of this formula, charge and spin), kcal/mol: 121.7
Total energy, eV: -71303.0717
Highest occupied orbital energy, eV: -8.6
LUMO, eV: -2.0
Kohn-Sham gap, eV: 6.64
Net charge: 0